Record 1
{
  "formula": "C14H33BrF6MnN3O9S2",
  "method": "ωB97M-V/def2-TZVPD",
  "symbols": ["Mn", "C", "F", "F", "F", "S", "O", "O", "O", "C", "F", "F", "F", "S", "O", "O", "O", "Br", "C", "C", "C", "O", "C", "N", "H", "H", "H", "H", "H", "H", "H", "H", "H", "H", "H", "C", "C", "C", "O", "C", "N", "H", "H", "H", "H", "H", "H", "H", "H", "H", "H", "H", "C", "C", "C", "O", "C", "N", "H", "H", "H", "H", "H", "H", "H", "H", "H", "H", "H"],
  "positions_angstrom": [[-0.85, 0.15, 0.35], [-2.60, -0.98, -4.04], [-2.23, -2.17, -4.26], [-2.85, -0.30, -5.19], [-3.54, -1.07, -3.18], [-1.20, 0.07, -3.11], [-1.64, 1.49, -3.22], [-1.20, -0.32, -1.67], [0.05, -0.18, -3.86], [1.06, 2.33, 4.07], [1.91, 2.33, 5.09], [-0.16, 2.50, 4.54], [1.42, 3.22, 3.15], [1.01, 0.53, 3.20], [-0.15, 0.60, 2.23], [2.26, 0.44, 2.41], [0.76, -0.46, 4.24], [-3.40, 0.27, 0.82], [2.90, 0.16, -1.95], [2.08, -0.58, -0.91], [2.91, -1.59, -0.11], [2.04, -2.19, 0.76], [2.88, -2.97, 1.69], [1.34, 0.38, -0.08], [3.71, 0.73, -1.49], [2.30, 0.79, -2.60], [3.37, -0.57, -2.61], [1.37, -1.10, -1.56], [3.79, -1.08, 0.30], [3.42, -2.32, -0.74], [2.22, -3.39, 2.45], [3.39, -2.38, 2.45], [3.65, -3.57, 1.20], [1.82, 1.22, -0.37], [1.80, 0.34, 0.82], [0.12, 4.22, -1.27], [-0.17, 3.46, -0.03], [-0.82, 4.20, 1.26], [0.06, 5.28, 1.53], [-0.24, 5.86, 2.80], [-0.92, 2.26, -0.44], [0.67, 3.61, -2.00], [0.77, 5.08, -1.10], [-0.81, 4.61, -1.67], [0.78, 3.03, 0.29], [-0.73, 3.46, 2.05], [-1.88, 4.36, 1.05], [-1.05, 6.59, 2.76], [0.70, 6.34, 3.07], [-0.59, 5.14, 3.53], [-0.73, 2.28, -1.43], [-1.90, 2.47, -0.41], [-0.46, -4.33, 0.21], [-1.03, -3.01, -0.30], [-2.65, -3.06, -0.42], [-3.17, -4.30, -0.86], [-2.72, -4.83, -2.16], [-0.58, -1.92, 0.64], [-1.10, -4.70, 1.02], [0.53, -4.25, 0.65], [-0.34, -5.12, -0.53], [-0.75, -2.75, -1.32], [-3.11, -2.30, -1.06], [-3.04, -2.79, 0.57], [-2.89, -4.09, -2.94], [-3.28, -5.75, -2.31], [-1.68, -5.10, -2.32], [0.40, -2.12, 0.78], [-1.01, -2.17, 1.52]],
  "multiplicity": 6,
  "homo_lumo_gap_ev": [7.0, 8.0],
  "charge": -1,
  "energy_ev": -177292.5421,
  "e_above_lowest_ev": 2.591
}

Record 2
{
  "formula": "C4H7FO4S",
  "method": "ωB97M-V/def2-TZVPD",
  "symbols": ["O", "S", "O", "O", "C", "C", "C", "C", "F", "O", "H", "H", "H", "H", "H", "H", "H"],
  "positions_angstrom": [[-0.97, -1.71, 2.15], [0.42, -1.41, 1.99], [1.41, -2.26, 2.53], [0.62, 0.13, 2.42], [0.06, 0.93, 1.36], [-0.08, 0.03, 0.13], [0.37, 0.59, -1.22], [-0.61, 0.24, -2.32], [-0.59, -1.13, -2.52], [0.77, -1.11, 0.47], [0.71, 1.79, 1.25], [-0.92, 1.28, 1.66], [-1.08, -0.37, 0.01], [0.54, 1.66, -1.19], [1.30, 0.08, -1.46], [-1.62, 0.53, -2.03], [-0.35, 0.74, -3.25]],
  "homo_lumo_gap_ev": 12.0,
  "charge": 0,
  "energy_ev": -26003.1801,
  "e_above_lowest_ev": 0.000
}

Record 3
{
  "formula": "C3H6N2O2",
  "method": "ωB97M-V/def2-TZVPD",
  "symbols": ["C", "C", "C", "N", "N", "O", "O", "H", "H", "H", "H", "H", "H"],
  "positions_angstrom": [[-2.13, 0.09, -0.01], [-0.14, -0.71, 0.92], [0.85, 1.23, 0.29], [0.69, -0.09, 0.07], [1.24, -0.62, -1.05], [-2.62, -0.95, -0.12], [-1.79, 1.19, -0.09], [-0.04, -0.31, 1.94], [-0.46, -1.74, 0.72], [0.17, 1.90, 0.81], [1.49, 1.69, -0.48], [1.59, -1.53, -1.05], [1.15, -0.15, -1.95]],
  "multiplicity": 3,
  "homo_lumo_gap_ev": [6.3, 9.0],
  "charge": 0,
  "energy_ev": -10278.5030,
  "e_above_lowest_ev": 1.223
}

Record 4
{
  "formula": "C3H2O3",
  "method": "ωB97M-V/def2-TZVPD",
  "symbols": ["C", "C", "C", "O", "O", "O", "H", "H"],
  "positions_angstrom": [[-0.43, 1.19, 0.08], [-0.38, -0.30, -0.37], [0.87, -0.83, 0.26], [-1.41, 1.89, -0.03], [0.71, 1.36, 0.68], [0.74, -0.70, -1.05], [-1.36, -0.95, -0.36], [1.26, -1.67, 0.81]],
  "homo_lumo_gap_ev": 8.2,
  "charge": 0,
  "energy_ev": -9280.9217,
  "e_above_lowest_ev": 4.605
}

Record 5
{
  "formula": "C6H12N4",
  "method": "ωB97M-V/def2-TZVPD",
  "symbols": ["C", "C", "C", "C", "N", "N", "C", "N", "N", "C", "H", "H", "H", "H", "H", "H", "H", "H", "H", "H", "H", "H"],
  "positions_angstrom": [[0.75, 0.69, 3.54], [0.38, 0.40, 2.09], [0.84, -0.59, 1.28], [1.61, -1.50, 0.58], [2.45, -2.43, 0.43], [0.65, -0.87, -0.16], [0.01, -1.03, -1.31], [-0.93, -0.24, -1.90], [-1.53, 0.98, -1.62], [-2.29, 1.73, -2.63], [-0.17, 0.84, 3.99], [1.18, 1.76, 3.53], [1.37, -0.11, 3.91], [-0.60, 0.89, 1.67], [3.19, -2.60, 1.06], [2.38, -3.03, -0.34], [0.41, -1.71, -1.98], [-1.07, -0.47, -2.94], [-1.07, 1.48, -0.90], [-2.45, 1.31, -3.56], [-3.30, 1.79, -2.15], [-1.80, 2.73, -2.58]],
  "homo_lumo_gap_ev": [7.0, 7.0],
  "charge": 2,
  "energy_ev": -12354.6729,
  "e_above_lowest_ev": 4.493
}

Record 6
{
  "formula": "C21H39BClN4O15P",
  "method": "ωB97M-V/def2-TZVPD",
  "symbols": ["C", "C", "N", "C", "C", "C", "O", "C", "N", "N", "C", "O", "P", "O", "Cl", "N", "B", "C", "O", "C", "O", "O", "H", "H", "H", "H", "H", "H", "H", "H", "H", "H", "H", "H", "H", "H", "H", "C", "C", "O", "C", "O", "O", "C", "H", "H", "H", "H", "H", "H", "H", "H", "C", "C", "O", "C", "O", "O", "C", "H", "H", "H", "H", "H", "H", "H", "H", "C", "C", "O", "C", "O", "O", "C", "H", "H", "H", "H", "H", "H", "H", "H"],
  "positions_angstrom": [[2.84, 3.44, -3.85], [2.73, 2.21, -4.35], [2.77, 1.03, -3.51], [4.15, 0.51, -3.39], [4.88, 1.13, -2.19], [5.81, 0.08, -1.60], [5.11, -0.87, -0.80], [1.90, 0.06, -4.09], [2.32, -0.66, -5.23], [1.53, -0.39, -6.41], [2.13, 0.20, -7.30], [2.66, 0.83, -8.11], [2.64, -2.40, -5.13], [2.63, -2.64, -3.54], [4.69, -2.42, -5.49], [0.77, -0.07, -3.52], [0.37, 0.73, -2.28], [-0.92, 1.58, -2.39], [1.18, 0.66, -1.17], [-0.31, -1.05, -4.03], [-0.33, -2.13, -3.46], [-0.99, -0.59, -4.93], [2.32, 4.25, -4.34], [3.48, 3.65, -3.00], [2.69, 2.05, -5.43], [4.72, 0.76, -4.29], [4.15, -0.57, -3.27], [4.15, 1.40, -1.43], [5.48, 1.98, -2.51], [6.28, -0.47, -2.43], [6.62, 0.50, -1.00], [4.17, -0.84, -1.03], [3.46, -2.39, -3.11], [-1.27, 1.65, -3.42], [-0.77, 2.58, -1.99], [-1.73, 1.10, -1.83], [0.83, 0.04, -0.52], [-0.15, -2.22, 4.19], [0.96, -3.22, 3.95], [0.87, -3.82, 2.64], [1.26, -3.04, 1.63], [1.69, -1.92, 1.72], [1.10, -3.72, 0.50], [1.44, -2.97, -0.67], [-1.13, -2.68, 4.03], [-0.11, -1.85, 5.22], [-0.07, -1.37, 3.52], [0.87, -4.05, 4.64], [1.94, -2.77, 4.09], [2.45, -2.58, -0.59], [0.73, -2.16, -0.80], [1.36, -3.64, -1.52], [-5.78, -2.07, -2.42], [-5.19, -0.94, -3.24], [-6.08, 0.18, -3.33], [-6.17, 0.94, -2.24], [-5.56, 0.79, -1.21], [-7.06, 1.90, -2.47], [-7.31, 2.76, -1.35], [-6.75, -2.36, -2.83], [-5.11, -2.93, -2.43], [-5.93, -1.77, -1.39], [-5.02, -1.27, -4.26], [-4.22, -0.61, -2.85], [-6.39, 3.18, -0.97], [-7.83, 2.20, -0.57], [-7.95, 3.55, -1.72], [-1.91, 2.03, 10.56], [-0.78, 1.08, 10.23], [-0.89, 0.54, 8.91], [-0.56, 1.37, 7.92], [-0.15, 2.49, 8.04], [-0.74, 0.73, 6.76], [-0.49, 1.53, 5.60], [-2.87, 1.55, 10.41], [-1.83, 2.36, 11.60], [-1.87, 2.91, 9.92], [-0.82, 0.21, 10.89], [0.20, 1.55, 10.35], [0.51, 1.96, 5.64], [-1.23, 2.31, 5.51], [-0.56, 0.86, 4.75]],
  "homo_lumo_gap_ev": 8.6,
  "charge": 0,
  "energy_ev": -81569.8778
}

Record 7
{
  "formula": "C52H80F2N2O24Si",
  "method": "ωB97M-V/def2-TZVPD",
  "symbols": ["C", "C", "C", "C", "C", "C", "F", "F", "C", "C", "Si", "C", "C", "C", "C", "C", "C", "C", "C", "C", "C", "C", "C", "C", "O", "C", "O", "C", "N", "C", "C", "N", "C", "C", "C", "O", "C", "C", "C", "H", "H", "H", "H", "H", "H", "H", "H", "H", "H", "H", "H", "H", "H", "H", "H", "H", "H", "H", "H", "H", "H", "H", "H", "H", "H", "H", "H", "H", "H", "H", "H", "H", "H", "H", "H", "H", "H", "C", "O", "C", "O", "O", "C", "H", "H", "H", "H", "H", "H", "C", "O", "C", "O", "O", "C", "H", "H", "H", "H", "H", "H", "C", "O", "C", "O", "O", "C", "H", "H", "H", "H", "H", "H", "C", "O", "C", "O", "O", "C", "H", "H", "H", "H", "H", "H", "C", "O", "C", "O", "O", "C", "H", "H", "H", "H", "H", "H", "C", "O", "C", "O", "O", "C", "H", "H", "H", "H", "H", "H", "C", "O", "C", "O", "O", "C", "H", "H", "H", "H", "H", "H"],
  "positions_angstrom": [[-4.42, 1.00, -4.82], [-3.74, -0.12, -5.03], [-2.88, -1.41, -5.45], [-1.66, -1.61, -4.42], [-1.75, -2.49, -3.07], [-3.12, -3.20, -2.61], [-4.33, -2.72, -3.24], [-3.09, -4.65, -2.90], [-3.47, -3.00, -1.02], [-3.10, -1.47, -0.60], [-4.05, -0.82, 0.94], [-5.47, -1.95, 1.55], [-2.76, -0.63, 2.39], [-4.65, 0.98, 0.53], [-3.56, 2.13, 0.71], [-3.90, 3.66, 0.42], [-5.38, 4.01, -0.06], [-6.48, 2.87, -0.28], [-6.10, 1.34, 0.03], [-0.38, -2.61, -2.24], [-0.28, -3.53, -0.89], [-0.59, -5.12, -1.21], [-0.06, -5.42, -2.70], [0.19, -7.01, -3.01], [-1.08, -7.53, -3.53], [-1.34, -8.83, -2.99], [-2.54, -9.27, -2.99], [0.96, -1.85, -2.70], [2.12, -2.02, -1.85], [3.28, -1.29, -2.27], [3.25, -0.38, -3.55], [2.17, -0.18, -4.48], [1.03, -0.95, -3.98], [-0.32, -0.86, -4.86], [-0.25, 0.08, -6.20], [-0.01, -0.80, -7.33], [1.38, -1.25, -7.39], [1.73, -2.02, -8.77], [3.11, -2.91, -8.63], [-4.75, 2.10, -4.79], [-3.53, -2.38, -5.52], [-2.53, -1.24, -6.55], [-2.98, -3.80, -0.35], [-4.62, -3.09, -0.88], [-3.38, -0.75, -1.47], [-1.98, -1.30, -0.40], [-6.31, -2.13, 0.78], [-5.98, -1.41, 2.45], [-5.01, -2.92, 1.97], [-3.13, 0.08, 3.22], [-2.46, -1.67, 2.77], [-1.81, -0.12, 1.94], [-2.49, 1.86, 1.07], [-3.08, 4.44, 0.57], [-5.65, 5.12, -0.25], [-7.54, 3.14, -0.66], [-6.89, 0.50, -0.10], [-0.98, -3.13, -0.04], [0.77, -3.55, -0.42], [0.07, -5.75, -0.48], [-1.68, -5.41, -1.00], [0.98, -4.92, -2.88], [-0.74, -5.04, -3.55], [0.61, -7.58, -2.11], [0.94, -7.01, -3.90], [-0.44, -9.43, -2.61], [4.24, -1.35, -1.61], [4.23, 0.20, -3.79], [0.51, 0.94, -6.10], [-1.29, 0.58, -6.35], [2.07, -0.31, -7.33], [1.67, -1.94, -6.49], [1.89, -1.25, -9.64], [0.88, -2.77, -9.02], [3.56, -3.11, -9.66], [3.82, -2.32, -7.92], [2.89, -3.91, -8.08], [0.60, 0.42, 6.55], [-0.21, 0.70, 7.69], [-1.54, 0.55, 7.48], [-2.06, 0.22, 6.44], [-2.18, 0.84, 8.62], [-3.60, 0.73, 8.55], [1.64, 0.57, 6.83], [0.47, -0.61, 6.23], [0.36, 1.11, 5.73], [-3.89, -0.30, 8.31], [-4.00, 1.43, 7.81], [-4.01, 0.98, 9.53], [-7.64, 1.08, -10.54], [-6.35, 1.67, -10.44], [-5.59, 1.17, -9.45], [-5.91, 0.30, -8.68], [-4.40, 1.81, -9.46], [-3.49, 1.38, -8.46], [-8.17, 1.56, -11.37], [-7.56, 0.01, -10.75], [-8.22, 1.25, -9.63], [-3.24, 0.32, -8.59], [-3.90, 1.56, -7.46], [-2.57, 1.96, -8.57], [3.89, -1.09, 1.77], [4.78, -0.72, 2.81], [5.77, 0.10, 2.42], [5.95, 0.52, 1.30], [6.54, 0.37, 3.49], [7.64, 1.24, 3.22], [3.13, -1.75, 2.19], [3.38, -0.21, 1.36], [4.42, -1.63, 0.98], [7.29, 2.21, 2.88], [8.32, 0.79, 2.49], [8.19, 1.39, 4.16], [-7.44, -3.53, 12.60], [-6.59, -2.90, 11.65], [-5.43, -2.45, 12.16], [-5.07, -2.55, 13.31], [-4.72, -1.88, 11.16], [-3.46, -1.36, 11.56], [-8.34, -3.85, 12.08], [-6.96, -4.42, 13.02], [-7.73, -2.83, 13.39], [-2.81, -2.15, 11.94], [-3.59, -0.57, 12.31], [-2.98, -0.92, 10.68], [1.33, 2.73, 8.88], [2.62, 3.31, 9.00], [3.37, 2.80, 10.00], [3.03, 1.93, 10.76], [4.56, 3.44, 10.00], [5.46, 3.00, 11.01], [0.82, 3.21, 8.05], [1.41, 1.66, 8.67], [0.74, 2.90, 9.79], [5.70, 1.94, 10.88], [5.04, 3.18, 12.01], [6.38, 3.58, 10.92], [7.66, 8.09, 1.12], [6.83, 6.93, 1.16], [7.35, 5.87, 0.52], [8.41, 5.83, -0.06], [6.47, 4.85, 0.63], [6.88, 3.65, -0.01], [7.15, 8.89, 1.67], [8.62, 7.90, 1.61], [7.81, 8.43, 0.10], [7.81, 3.27, 0.43], [7.01, 3.80, -1.09], [6.10, 2.90, 0.14], [3.35, 2.74, -5.36], [4.20, 3.37, -6.32], [5.36, 3.82, -5.81], [5.72, 3.73, -4.66], [6.06, 4.39, -6.81], [7.33, 4.91, -6.41], [2.45, 2.41, -5.88], [3.84, 1.86, -4.94], [3.07, 3.44, -4.58], [7.97, 4.12, -6.03], [7.20, 5.70, -5.67], [7.80, 5.35, -7.30]],
  "homo_lumo_gap_ev": 7.1,
  "charge": 0,
  "energy_ev": -120635.8620
}

Record 8
{
  "formula": "C10H19NOS",
  "method": "ωB97M-V/def2-TZVPD",
  "symbols": ["C", "C", "C", "C", "C", "C", "C", "C", "C", "C", "N", "O", "S", "H", "H", "H", "H", "H", "H", "H", "H", "H", "H", "H", "H", "H", "H", "H", "H", "H", "H", "H"],
  "positions_angstrom": [[-2.16, 2.74, 0.09], [-1.94, 1.48, 0.51], [-1.77, 0.39, -0.43], [-1.66, -1.07, -0.03], [-2.13, -2.08, -1.13], [-2.00, -1.39, 1.41], [2.65, -0.99, -0.84], [1.42, 1.16, -1.03], [3.18, 0.82, 0.76], [2.09, 0.17, -0.08], [-0.18, -1.32, 0.13], [0.35, 0.59, 1.84], [0.91, -0.62, 1.11], [-2.15, 3.66, 0.67], [-2.45, 3.07, -0.96], [-1.79, 1.47, 1.63], [-1.67, 0.49, -1.55], [-1.74, -1.81, -2.02], [-3.17, -2.01, -1.15], [-1.88, -2.99, -0.71], [-1.65, -2.33, 1.70], [-3.14, -1.41, 1.65], [-1.60, -0.78, 2.18], [3.50, -0.79, -1.45], [2.84, -1.93, -0.11], [1.94, -1.25, -1.48], [1.26, 0.53, -1.96], [2.18, 1.95, -1.22], [0.31, 1.44, -0.71], [2.81, 1.74, 1.26], [3.52, 0.23, 1.56], [4.14, 0.85, 0.33]],
  "homo_lumo_gap_ev": [6.7, 7.9],
  "charge": 0,
  "energy_ev": -25044.6933,
  "e_above_lowest_ev": 6.919
}

Record 9
{
  "formula": "C7H12",
  "method": "ωB97M-V/def2-TZVPD",
  "symbols": ["C", "C", "C", "C", "C", "H", "H", "H", "H", "H", "H", "H", "H", "C", "C", "H", "H", "H", "H"],
  "positions_angstrom": [[-2.72, -0.18, 0.10], [-1.22, -0.46, 0.08], [-0.44, 0.15, 1.21], [0.25, 0.95, 0.41], [-0.39, 0.47, -0.86], [-3.20, -0.52, -0.83], [-2.90, 0.90, 0.20], [-3.20, -0.68, 0.94], [-1.02, -1.53, -0.09], [-0.44, 0.05, 2.29], [0.82, 1.82, 0.67], [0.21, -0.07, -1.62], [-0.93, 1.28, -1.36], [2.47, -0.94, -0.36], [2.68, 0.24, 0.21], [2.52, -1.06, -1.44], [2.16, -1.81, 0.21], [2.89, 1.13, -0.36], [2.64, 0.38, 1.29]],
  "homo_lumo_gap_ev": 9.9,
  "charge": 0,
  "energy_ev": -7450.6038,
  "e_above_lowest_ev": 2.828
}

Record 10
{
  "formula": "C7H10Cl12O",
  "method": "ωB97M-V/def2-TZVPD",
  "symbols": ["Cl", "C", "Cl", "Cl", "H", "Cl", "C", "Cl", "Cl", "H", "Cl", "C", "Cl", "Cl", "H", "Cl", "C", "Cl", "Cl", "H", "C", "C", "C", "O", "H", "H", "H", "H", "H", "H"],
  "positions_angstrom": [[-3.07, 2.32, -0.77], [-3.98, 2.75, 0.72], [-4.92, 1.37, 1.30], [-5.07, 4.07, 0.45], [-3.29, 2.99, 1.53], [0.36, 2.03, -2.61], [1.90, 1.68, -3.51], [1.81, 1.98, -5.25], [2.40, 0.05, -3.12], [2.65, 2.37, -3.14], [4.48, -1.16, -0.05], [4.04, 0.30, 0.79], [3.16, -0.08, 2.29], [3.06, 1.46, -0.19], [4.91, 0.89, 1.07], [0.50, -5.79, -0.46], [-0.31, -4.73, -1.69], [-0.48, -3.06, -1.05], [-1.93, -5.35, -2.08], [0.28, -4.69, -2.61], [-0.52, -0.38, 3.10], [-0.91, 0.58, 1.98], [-0.60, 0.22, 0.52], [-1.60, 1.57, 2.22], [-1.12, -0.18, 3.99], [0.54, -0.22, 3.33], [-0.61, -1.43, 2.83], [-1.24, -0.61, 0.22], [0.46, 0.02, 0.34], [-0.94, 1.02, -0.14]],
  "homo_lumo_gap_ev": 10.1,
  "charge": 0,
  "energy_ev": -159737.1565,
  "e_above_lowest_ev": 0.000
}

Record 11
{
  "formula": "CH5NO2S",
  "method": "ωB97M-V/def2-TZVPD",
  "symbols": ["C", "O", "S", "N", "O", "H", "H", "H", "H", "H"],
  "positions_angstrom": [[1.54, 0.12, 0.33], [0.47, -0.70, -0.12], [-0.95, -0.20, -0.48], [-2.05, -0.88, 0.24], [-1.05, 1.57, -0.46], [2.18, -0.29, 1.19], [0.95, 1.01, 0.47], [2.12, 0.31, -0.51], [-0.96, -0.57, -1.75], [-2.26, -0.37, 1.09]],
  "homo_lumo_gap_ev": 10.5,
  "charge": 0,
  "energy_ev": -17533.6942,
  "e_above_lowest_ev": 5.249
}

Question: What is the formula in the fifth record?
Answer: C6H12N4